No. 1
A structure of composition C25H20ClMoN3P, computed with ωB97M-V/def2-TZVPD.

Positions of all 51 atoms, in Å:
1 C 1.98482 1.21356 3.61713
2 C 1.12456 1.33133 2.46941
3 C -0.15750 0.85822 2.83911
4 H 1.34395 1.84817 1.55380
5 C -0.13104 0.42589 4.20352
6 C 1.23835 0.60730 4.70225
7 H 1.58898 0.45364 5.73979
8 H 3.01564 1.58094 3.71144
9 H -1.05007 1.01755 2.23781
10 H -0.93512 0.06901 4.83209
11 Mo 1.45987 -0.97593 3.27173
12 Cl -0.05767 -2.68815 2.53502
13 P -0.59703 -0.03995 -1.08384
14 C -2.19908 0.17029 -0.36964
15 C -2.95997 1.23362 -0.89359
16 H -2.51353 1.92559 -1.61940
17 C -4.26648 1.45027 -0.46910
18 H -4.86427 2.23799 -0.90830
19 C -4.84539 0.65695 0.52255
20 H -5.88281 0.80277 0.84539
21 C -4.06975 -0.34878 1.10512
22 H -4.49295 -0.95593 1.89871
23 C -2.76342 -0.59724 0.68286
24 H -2.13140 -1.34526 1.17668
25 C 0.17854 1.42459 -1.67387
26 C 0.06740 2.68736 -1.04493
27 H -0.42581 2.76060 -0.06950
28 C 0.64144 3.80787 -1.63220
29 H 0.55165 4.76500 -1.13932
30 C 1.32174 3.73390 -2.84694
31 H 1.67480 4.63518 -3.34390
32 C 1.53681 2.47010 -3.38723
33 H 2.10028 2.39308 -4.30005
34 C 1.04766 1.31555 -2.78698
35 H 1.36954 0.33553 -3.13238
36 C -0.35399 -1.50744 -1.98972
37 C -1.38713 -1.75524 -2.91990
38 H -2.27257 -1.10156 -2.95607
39 C -1.29616 -2.85364 -3.77375
40 H -2.05637 -3.02240 -4.52092
41 C -0.23667 -3.75485 -3.70530
42 H -0.17147 -4.62322 -4.36203
43 C 0.75633 -3.52284 -2.75557
44 H 1.58559 -4.20131 -2.67808
45 C 0.71380 -2.42466 -1.90008
46 H 1.46018 -2.24923 -1.12335
47 N 3.20969 -1.13465 2.66314
48 C 4.32198 -1.54127 2.39584
49 N 5.42014 -2.11448 2.34522
50 C 5.98979 -2.55873 3.49949
51 N 6.41413 -2.89505 4.53784

As for the charge: +1. The calculation puts the maximum force at 4.3 eV Å⁻¹. The value obtained for the LUMO energy (alpha / beta) is -3.600 / -5.622 eV. As for the expectation value of S²: 2.211. The gap between HOMO and LUMO (alpha / beta) comes out at 7.2 / 4.9 eV. Its multiplicity is 3. As for the energy above the lowest of the compared OMol25 structures with the same formula, charge and spin: 13.5 kcal per mole. The value obtained for the HOMO energy (alpha / beta) is -10.76 / -10.51 eV.

=====

No. 2
A cluster of 9 separate species, C22H32Cl8F2O15 in total, computed with ωB97M-V/def2-TZVPD.

Positions of all 79 atoms, in Å:
1 O -3.16396 -3.29198 -0.11376
2 C -3.24597 -2.63608 0.94933
3 O -2.24680 -2.17702 1.62127
4 C -2.68775 -1.65293 2.88873
5 C -4.20948 -1.54496 2.76221
6 F -4.49763 -0.31189 2.45951
7 O -4.38166 -2.26695 1.57120
8 H -2.45366 -2.39903 3.64810
9 H -2.28075 -0.70526 3.24141
10 H -4.88971 -1.84362 3.55982
11 O 6.10042 -1.89350 -1.07801
12 C 5.64138 -0.88011 -0.53827
13 O 5.71220 0.37501 -1.08063
14 C 5.15320 1.28742 -0.16256
15 C 4.28098 0.43983 0.64971
16 F 3.14504 0.23706 0.03345
17 O 4.98378 -0.82151 0.62719
18 H 5.95291 1.78785 0.38345
19 H 4.65506 2.00898 -0.81010
20 H 4.05494 0.88201 1.62002
21 C 0.43496 4.97357 3.02648
22 C -0.06771 3.57305 3.44028
23 C -1.37764 3.16286 2.85275
24 O -1.08269 1.97572 2.18603
25 C 0.22885 1.66093 2.47085
26 O 0.82690 0.66193 2.16102
27 O 0.80852 2.60931 3.09253
28 H -0.40493 5.66794 3.04960
29 H 0.82947 4.89670 2.01330
30 H 1.24072 5.33670 3.66444
31 H -0.15322 3.45986 4.52101
32 H -1.84395 3.90887 2.20922
33 H -2.02417 2.89061 3.68700
34 C 0.56189 -3.08248 -4.80730
35 C 0.10221 -2.06586 -3.75008
36 C 0.20352 -0.59019 -4.17416
37 O -1.13719 -0.22044 -3.88729
38 C -2.00973 -1.19406 -3.64758
39 O -3.24060 -0.96192 -3.52486
40 O -1.30352 -2.30807 -3.58344
41 H 0.61063 -4.04279 -4.29394
42 H 1.59411 -3.01999 -5.15183
43 H -0.12884 -3.24915 -5.63386
44 H 0.64348 -2.19718 -2.81313
45 H 0.35812 -0.44623 -5.24349
46 H 0.92404 -0.12522 -3.50130
47 C -3.47380 3.71687 -1.77181
48 C -3.32689 2.25744 -2.02001
49 C -2.63329 1.45129 -0.90431
50 O -3.57614 0.41742 -0.68017
51 C -4.79116 0.63937 -1.44906
52 O -5.77041 -0.11220 -1.52707
53 O -4.69463 1.79397 -2.07659
54 H -2.44569 4.04412 -1.61693
55 H -4.05113 3.96656 -0.88162
56 H -3.95250 4.25247 -2.59161
57 H -2.80220 2.09081 -2.96077
58 H -2.44774 2.09552 -0.04487
59 H -1.71990 0.96407 -1.24555
60 Cl 0.60790 -6.22497 -2.24101
61 C 1.11575 -6.64573 -0.56763
62 Cl 2.88852 -6.76283 -0.48296
63 H 0.71149 -5.86072 0.07145
64 H 0.70602 -7.64063 -0.39332
65 Cl 4.68675 0.71341 4.16197
66 C 3.35387 -0.41421 4.56000
67 Cl 3.44897 -1.81909 3.46247
68 H 3.58977 -0.82879 5.54010
69 H 2.42075 0.13341 4.42779
70 Cl 2.57532 -2.96531 -0.39079
71 C 1.17318 -2.24810 0.45991
72 Cl 0.48258 -0.93481 -0.51114
73 H 0.35651 -2.96983 0.44365
74 H 1.39369 -1.94335 1.48295
75 Cl 0.51337 2.48854 -2.92027
76 C 1.22752 2.43636 -1.27717
77 Cl 1.46687 4.11887 -0.62106
78 H 0.52181 1.90165 -0.64143
79 H 2.22905 2.02061 -1.38748

The calculation puts the maximum force at 5.2 eV Å⁻¹. The value obtained for the LUMO energy is -0.215 eV. The gap between HOMO and LUMO comes out at 9.9 eV. As for the energy above the lowest of the compared OMol25 structures with the same formula, charge and spin: 0.0 kcal per mole. The value obtained for the HOMO energy is -10.15 eV.

=====

No. 3
The molecule C4H9N, computed with ωB97M-V/def2-TZVPD.

Positions of all 14 atoms, in Å:
1 C -2.19360 0.30056 -0.04795
2 C -0.85000 -0.50249 0.23032
3 N 0.35199 -0.20633 -0.40811
4 C 1.24056 0.90891 0.07472
5 C 1.63894 -0.57168 0.07208
6 H -2.98456 -0.06592 0.71366
7 H -1.60806 1.41408 -0.11834
8 H -2.51586 -0.05919 -1.05039
9 H -0.45137 -0.56888 1.37935
10 H -1.19725 -1.49661 -0.35033
11 H 1.74386 1.55321 -0.63968
12 H 1.14882 1.70120 0.94444
13 H 2.08376 -1.01709 0.88380
14 H 2.30128 -0.82827 -0.88075

The calculation puts the maximum force at 5.5 eV Å⁻¹. The value obtained for the LUMO energy is 1.193 eV. The gap between HOMO and LUMO comes out at 9.9 eV. As for the energy above the lowest of the compared OMol25 structures with the same formula, charge and spin: 97.9 kcal per mole. The value obtained for the HOMO energy is -8.67 eV.

=====

No. 4
A cluster of 10 separate species, C38H105N9O10 in total, computed with ωB97M-V/def2-TZVPD.

Positions of all 162 atoms, in Å:
1 C 1.26052 -1.68513 4.92956
2 O 1.64857 -1.76529 3.61899
3 C 2.26879 -3.03461 3.30597
4 C 2.28253 -3.10649 1.72136
5 C 2.51912 -4.46204 1.08014
6 N 3.21747 -2.15026 1.08014
7 H 0.80862 -0.70593 5.08787
8 H 2.16986 -1.54952 5.51507
9 H 0.48905 -2.34853 5.32047
10 H 3.27498 -3.04741 3.72492
11 H 1.67489 -3.89907 3.60279
12 H 1.29176 -2.82079 1.36804
13 H 2.56319 -4.53295 -0.00666
14 H 1.83107 -5.16661 1.54733
15 H 3.55622 -4.66449 1.34762
16 H 3.32256 -2.07423 0.07850
17 H 2.96650 -1.24563 1.45262
18 C -0.34542 3.27816 -3.95525
19 O 0.84635 2.95459 -4.61434
20 C 1.90895 2.62886 -3.68471
21 C 3.38026 2.59011 -4.21060
22 C 3.62175 1.83334 -5.50763
23 N 4.38064 2.32228 -3.18762
24 H -0.64481 2.62873 -3.13262
25 H -1.20682 3.28534 -4.62312
26 H -0.20292 4.25042 -3.48356
27 H 1.87258 3.35491 -2.87254
28 H 1.80153 1.59933 -3.34318
29 H 3.55835 3.61795 -4.52671
30 H 3.38792 0.76875 -5.50046
31 H 4.66523 1.98869 -5.78169
32 H 3.11349 2.42174 -6.27154
33 H 4.28682 3.09652 -2.54588
34 H 5.24761 2.63045 -3.60416
35 C 1.08218 -3.52273 -7.04494
36 O 1.29957 -2.47642 -6.06356
37 C 0.20480 -2.23570 -5.10064
38 C -0.76040 -1.08686 -5.49824
39 C -0.10079 0.26123 -5.87874
40 N -1.91180 -0.72413 -4.62647
41 H 1.05930 -4.51791 -6.60089
42 H 1.86078 -3.44066 -7.80333
43 H 0.12094 -3.33716 -7.52420
44 H -0.42823 -3.11194 -4.96079
45 H 0.62906 -1.85563 -4.17131
46 H -1.21952 -1.47353 -6.40807
47 H 0.51174 0.03024 -6.75026
48 H 0.64700 0.49949 -5.12234
49 H -0.80415 1.06896 -6.08113
50 H -2.22599 -1.60846 -4.25318
51 H -1.54102 -0.47528 -3.72055
52 C -5.41615 -3.26286 5.57852
53 O -4.80442 -2.18751 6.28818
54 C -5.02859 -0.83890 5.95943
55 C -4.33422 -0.38102 4.67011
56 C -2.82754 -0.35727 4.76050
57 N -4.85668 0.93169 4.37053
58 H -5.75394 -4.02654 6.27909
59 H -4.72635 -3.60264 4.80597
60 H -6.34688 -2.92192 5.12509
61 H -6.06980 -0.53378 5.85510
62 H -4.64160 -0.11709 6.67869
63 H -4.65857 -0.89895 3.76753
64 H -2.33156 -0.47342 3.79686
65 H -2.49433 -1.16732 5.40926
66 H -2.40863 0.55611 5.18280
67 H -4.49909 1.51098 5.11662
68 H -5.86572 0.94943 4.41082
69 C 5.43385 4.13770 3.98402
70 O 5.34531 3.08349 3.11293
71 C 5.12830 1.77852 3.58760
72 C 4.97371 0.81083 2.46609
73 C 3.70298 1.01897 1.62230
74 N 4.99772 -0.58300 2.85251
75 H 4.64642 4.19987 4.73515
76 H 5.34596 5.07025 3.42659
77 H 6.43297 4.11890 4.41933
78 H 6.00664 1.53871 4.18687
79 H 4.25379 1.83118 4.23610
80 H 5.68357 0.89548 1.64327
81 H 3.54419 2.08878 1.48670
82 H 2.84022 0.54059 2.08586
83 H 3.77649 0.84240 0.54921
84 H 4.60679 -1.18588 2.14272
85 H 4.29395 -0.82368 3.53580
86 C 2.55832 -0.96735 -1.92698
87 O 3.65377 -1.86773 -1.56647
88 C 4.28693 -2.46016 -2.70420
89 C 5.71656 -1.95870 -2.98176
90 C 6.76739 -2.63779 -2.07742
91 N 5.86959 -0.50134 -2.86787
92 H 1.64568 -1.41298 -2.32270
93 H 2.84756 -0.06917 -2.47261
94 H 2.23608 -0.49234 -1.00035
95 H 4.22273 -3.54743 -2.66170
96 H 3.73608 -2.05064 -3.55093
97 H 5.99087 -2.27862 -3.98699
98 H 6.40875 -2.70689 -1.05044
99 H 7.66921 -2.03166 -2.16372
100 H 7.01903 -3.63982 -2.42486
101 H 5.07755 -0.28643 -2.27915
102 H 5.65162 0.10049 -3.64915
103 C -3.66556 -3.02090 -3.04732
104 O -3.11793 -2.37490 -1.89883
105 C -2.64944 -3.26210 -0.89163
106 C -3.30965 -3.09117 0.43135
107 C -2.50117 -3.87461 1.46528
108 N -4.67418 -3.54268 0.51814
109 H -4.51891 -3.58471 -2.67049
110 H -2.99226 -3.65202 -3.62736
111 H -4.04209 -2.29995 -3.77296
112 H -2.58887 -4.31244 -1.17662
113 H -1.59114 -3.01830 -0.79854
114 H -3.27642 -2.05167 0.75758
115 H -2.98770 -3.86312 2.44060
116 H -1.46233 -3.58102 1.61597
117 H -2.32264 -4.90137 1.14593
118 H -5.15498 -2.97934 1.20486
119 H -5.09435 -3.29455 -0.36616
120 C -1.25408 3.82027 5.39168
121 O -0.16076 4.09500 4.50899
122 C -0.33597 4.21414 3.10722
123 C 1.02563 3.76170 2.47004
124 C 1.12989 4.13646 1.08703
125 N 1.18366 2.26818 2.50379
126 H -0.94499 3.48045 6.38016
127 H -2.05138 3.16321 5.04429
128 H -1.77753 4.75701 5.58304
129 H -1.16012 3.57828 2.78387
130 H -0.56881 5.27466 3.01136
131 H 1.78096 3.92749 3.23821
132 H 2.10367 3.79934 0.73177
133 H 1.10196 5.22274 1.00159
134 H 0.30726 3.69102 0.52760
135 H 0.63638 1.83782 3.23549
136 H 2.13413 2.04472 2.76220
137 C -4.90759 0.15849 -2.04019
138 O -5.81852 1.26257 -1.71973
139 C -5.33904 2.08409 -0.67954
140 C -6.46770 3.06871 -0.20131
141 C -6.91981 4.05494 -1.29703
142 N -6.05184 3.77183 1.00490
143 H -5.36217 -0.45606 -2.81723
144 H -4.77989 -0.46881 -1.15798
145 H -3.97936 0.57275 -2.43374
146 H -4.94383 1.45037 0.11437
147 H -4.52828 2.70258 -1.06457
148 H -7.25920 2.34842 0.00561
149 H -7.41203 3.35383 -1.97104
150 H -6.15421 4.53726 -1.90475
151 H -7.73930 4.72443 -1.03567
152 H -6.75122 4.44811 1.27623
153 H -5.19698 4.27466 0.81390
154 C -0.50153 -0.14947 0.59406
155 C -1.12990 0.32557 -0.72911
156 O -0.93605 -0.70171 -1.71195
157 H 0.56835 -0.21207 0.39526
158 H -0.88734 -1.13810 0.84281
159 H -0.66770 0.39877 1.52138
160 H -0.65092 1.26572 -1.00260
161 H -2.17317 0.41850 -0.42735
162 H -1.75850 -1.18167 -1.83371

The calculation puts the maximum force at 4.3 eV Å⁻¹. The value obtained for the LUMO energy is 0.467 eV. The gap between HOMO and LUMO comes out at 8.7 eV. As for the energy above the lowest of the compared OMol25 structures with the same formula, charge and spin: 155.3 kcal per mole. The value obtained for the HOMO energy is -8.27 eV.

=====

No. 5
A cluster of 2 separate species, CHF3NO in total, computed with ωB97M-V/def2-TZVPD.

Positions of all 7 atoms, in Å:
1 C 0.62645 0.51311 -0.10502
2 N -1.16242 -0.71501 0.62164
3 O -2.11237 -0.62088 -0.20374
4 F 0.35038 1.80089 -0.46301
5 F 1.55438 0.61182 0.91287
6 F 1.32228 -0.02522 -1.16221
7 H -0.57871 -1.56471 0.39947

As for the charge: -1. The calculation puts the maximum force at 2.3 eV Å⁻¹. The value obtained for the LUMO energy (alpha / beta) is 4.716 / 4.715 eV. The gap between HOMO and LUMO (alpha / beta) comes out at 7.4 / 7.4 eV. As for the energy above the lowest of the compared OMol25 structures with the same formula, charge and spin: 39.7 kcal per mole. The value obtained for the HOMO energy (alpha / beta) is -2.71 / -2.71 eV.

=====

What did the first record say?
A structure of composition C25H20ClMoN3P, computed with ωB97M-V/def2-TZVPD.

Positions of all 51 atoms, in Å:
1 C 1.98482 1.21356 3.61713
2 C 1.12456 1.33133 2.46941
3 C -0.15750 0.85822 2.83911
4 H 1.34395 1.84817 1.55380
5 C -0.13104 0.42589 4.20352
6 C 1.23835 0.60730 4.70225
7 H 1.58898 0.45364 5.73979
8 H 3.01564 1.58094 3.71144
9 H -1.05007 1.01755 2.23781
10 H -0.93512 0.06901 4.83209
11 Mo 1.45987 -0.97593 3.27173
12 Cl -0.05767 -2.68815 2.53502
13 P -0.59703 -0.03995 -1.08384
14 C -2.19908 0.17029 -0.36964
15 C -2.95997 1.23362 -0.89359
16 H -2.51353 1.92559 -1.61940
17 C -4.26648 1.45027 -0.46910
18 H -4.86427 2.23799 -0.90830
19 C -4.84539 0.65695 0.52255
20 H -5.88281 0.80277 0.84539
21 C -4.06975 -0.34878 1.10512
22 H -4.49295 -0.95593 1.89871
23 C -2.76342 -0.59724 0.68286
24 H -2.13140 -1.34526 1.17668
25 C 0.17854 1.42459 -1.67387
26 C 0.06740 2.68736 -1.04493
27 H -0.42581 2.76060 -0.06950
28 C 0.64144 3.80787 -1.63220
29 H 0.55165 4.76500 -1.13932
30 C 1.32174 3.73390 -2.84694
31 H 1.67480 4.63518 -3.34390
32 C 1.53681 2.47010 -3.38723
33 H 2.10028 2.39308 -4.30005
34 C 1.04766 1.31555 -2.78698
35 H 1.36954 0.33553 -3.13238
36 C -0.35399 -1.50744 -1.98972
37 C -1.38713 -1.75524 -2.91990
38 H -2.27257 -1.10156 -2.95607
39 C -1.29616 -2.85364 -3.77375
40 H -2.05637 -3.02240 -4.52092
41 C -0.23667 -3.75485 -3.70530
42 H -0.17147 -4.62322 -4.36203
43 C 0.75633 -3.52284 -2.75557
44 H 1.58559 -4.20131 -2.67808
45 C 0.71380 -2.42466 -1.90008
46 H 1.46018 -2.24923 -1.12335
47 N 3.20969 -1.13465 2.66314
48 C 4.32198 -1.54127 2.39584
49 N 5.42014 -2.11448 2.34522
50 C 5.98979 -2.55873 3.49949
51 N 6.41413 -2.89505 4.53784

As for the charge: +1. The calculation puts the maximum force at 4.3 eV Å⁻¹. The value obtained for the LUMO energy (alpha / beta) is -3.600 / -5.622 eV. As for the expectation value of S²: 2.211. The gap between HOMO and LUMO (alpha / beta) comes out at 7.2 / 4.9 eV. Its multiplicity is 3. As for the energy above the lowest of the compared OMol25 structures with the same formula, charge and spin: 13.5 kcal per mole. The value obtained for the HOMO energy (alpha / beta) is -10.76 / -10.51 eV.

=====

Among the records above, which one has the highest energy above the lowest of the compared OMol25 structures with the same formula, charge and spin? C38H105N9O10

=====

Which of these has the lowest energy above the lowest of the compared OMol25 structures with the same formula, charge and spin? C22H32Cl8F2O15